The following is a DFT calculation (wB97M-V/def2-TZVPD) of a 2-piece molecular cluster, C4H12 overall.

```
16
Properties=species:S:1:pos:R:3:forces:R:3
C 0.26451 -0.41534 -2.51626 -1.85 5.27 -3.51
C -0.59045 0.73890 -1.86384 0.61 -0.28 -2.93
H -0.33477 -0.88207 -3.29079 0.20 0.02 -0.37
H 1.16948 0.02552 -2.89840 0.42 -0.34 -0.39
H 0.41873 -1.08401 -1.84626 1.56 -4.41 4.37
H -1.35100 1.01538 -2.63101 0.50 0.29 0.74
H -1.08774 0.24010 -1.10295 -1.11 -0.13 1.93
H 0.00237 1.61684 -1.57616 -0.33 -0.42 0.18
C 0.85116 0.10458 2.14251 1.91 1.82 1.17
C -0.54600 -0.52407 2.18201 2.89 0.29 4.24
H 0.83822 1.22660 2.45724 -0.53 -1.46 -1.37
H 1.51468 -0.13696 3.02398 -0.63 -0.89 -0.98
H 1.47581 -0.02291 1.20048 -1.01 0.18 1.11
H -0.92366 -0.31682 3.23091 0.11 -0.63 -1.21
H -1.12891 -0.04232 1.54827 -2.88 2.25 -2.94
H -0.57243 -1.54341 1.94026 0.13 -1.55 -0.04
```
Positions in Å, forces in eV/Å.

As for the total energy: -4341.184 eV. Its energy above the lowest of the compared OMol25 structures with the same formula, charge and spin is 31.00 kcal/mol. Its multiplicity is 1. Its SMILES is CC.CC. Its net charge is 0. As for the HOMO energy: -11.409 eV.


The following is a DFT calculation (wB97M-V/def2-TZVPD) of a 2-piece molecular cluster, C4H12 overall.

```
16
Properties=species:S:1:pos:R:3:forces:R:3
C -2.00356 0.49552 -0.20655 1.06 -1.56 1.83
C -2.49798 0.62363 1.29891 0.34 -0.32 -2.68
H -2.72185 -0.03059 -0.83128 0.14 0.39 -0.31
H -1.60003 1.41422 -0.57286 -0.52 0.89 -0.53
H -1.05044 -0.09148 -0.13565 -0.94 -0.14 -0.39
H -1.52168 0.61640 1.80644 -1.10 0.72 0.86
H -3.21815 1.44340 1.28434 0.71 0.50 0.92
H -3.11709 -0.23171 1.53668 0.32 -0.47 0.30
C 2.56370 0.11756 -0.71860 0.06 0.74 -0.29
C 1.92804 -1.19975 -0.33375 -2.20 -0.96 -0.23
H 1.85442 0.96170 -0.82018 0.22 -0.49 0.33
H 3.35158 0.38895 -0.02670 -0.06 0.27 0.42
H 3.08788 0.10205 -1.68598 -0.28 -0.46 0.13
H 2.60865 -1.95827 0.03049 0.30 0.05 0.12
H 1.00439 -1.23928 0.32137 1.40 0.92 0.17
H 1.39432 -1.65214 -1.17280 0.56 -0.06 -0.62
```
Positions in Å, forces in eV/Å.

As for the total energy: -4341.696 eV. Its energy above the lowest of the compared OMol25 structures with the same formula, charge and spin is 19.18 kcal/mol. Its multiplicity is 1. Its SMILES is CC.CC. Its net charge is 0. As for the HOMO energy: -11.298 eV.


The following is a DFT calculation (wB97M-V/def2-TZVPD) of a 2-piece molecular cluster, C4H12 overall.

```
16
Properties=species:S:1:pos:R:3:forces:R:3
C -1.77001 -1.17343 0.79438 3.11 -2.60 -1.35
C -1.75706 0.13346 1.48768 -1.31 0.14 -0.19
H -2.30265 -2.03118 1.27030 0.28 0.86 -0.41
H -1.96975 -1.12028 -0.29313 -0.59 0.00 0.66
H -0.63437 -1.47288 0.73381 -1.99 -0.11 0.21
H -2.39963 0.11553 2.33515 -0.96 0.34 0.54
H -2.04231 0.88010 0.77011 -0.15 0.79 0.16
H -0.81846 0.33582 1.89603 1.62 0.59 0.39
C 2.06763 0.12058 -1.59853 2.46 0.93 -2.93
C 1.32735 0.90418 -0.53181 -1.69 2.79 -2.29
H 1.66451 -0.91361 -1.59136 0.60 0.60 -0.74
H 2.25008 0.66730 -2.76925 -1.98 -1.60 3.11
H 3.19185 0.13000 -1.54428 -0.93 -0.55 1.17
H 1.39574 2.07266 -0.77539 0.02 -2.45 0.98
H 1.56771 0.68231 0.49013 0.45 -0.07 0.37
H 0.22936 0.66945 -0.67385 1.07 0.34 0.33
```
Positions in Å, forces in eV/Å.

As for the total energy: -4340.848 eV. Its energy above the lowest of the compared OMol25 structures with the same formula, charge and spin is 38.74 kcal/mol. Its multiplicity is 1. Its SMILES is CC.CC. Its net charge is 0. As for the HOMO energy: -10.886 eV.


The following is a DFT calculation (wB97M-V/def2-TZVPD) of a 2-piece molecular cluster, C4H12 overall.

```
16
Properties=species:S:1:pos:R:3:forces:R:3
C 1.25263 -0.76734 -1.74360 0.62 2.01 0.20
C -0.07177 -0.04861 -2.00307 -1.06 -1.72 -1.53
C -0.82531 0.46937 -0.81423 -0.61 0.10 1.27
H 2.00400 0.04482 -1.82662 0.29 -0.91 -0.42
H 1.36157 -1.59488 -2.43637 0.54 0.13 -0.03
H 1.41394 -1.10220 -0.72499 -0.54 -0.35 0.22
H -0.59042 -0.78954 -2.66086 -0.75 0.26 1.13
H -0.05420 0.71847 -2.77037 0.98 0.63 0.18
H -1.60227 1.20271 -1.04894 0.30 0.11 -0.22
H -1.36310 -0.25657 -0.19880 0.12 -0.55 -0.37
H -0.15416 0.90544 -0.06159 0.09 0.30 -0.42
C -0.26113 0.21085 3.26644 -0.39 1.19 -0.15
H -0.11057 -0.77390 3.68683 0.37 0.02 0.16
H -0.31220 1.01992 4.01437 -0.14 -0.66 0.09
H -1.21256 0.20157 2.72803 0.14 0.05 -0.02
H 0.52557 0.55988 2.59377 0.02 -0.59 -0.09
```
Positions in Å, forces in eV/Å.

As for the total energy: -4341.978 eV. Its energy above the lowest of the compared OMol25 structures with the same formula, charge and spin is 12.68 kcal/mol. Its multiplicity is 1. Its SMILES is CCC.C. Its net charge is 0. As for the HOMO energy: -10.607 eV.


The following is a DFT calculation (wB97M-V/def2-TZVPD) of a 2-piece molecular cluster, C4H12 overall.

```
16
Properties=species:S:1:pos:R:3:forces:R:3
C -1.34418 2.43774 -0.13171 -1.22 1.42 0.04
C -1.33358 1.10157 0.60310 2.81 0.33 -0.54
H -1.54982 2.34674 -1.18647 0.40 -0.41 -0.57
H -2.24706 3.00039 0.16899 0.27 -0.08 0.22
H -0.52413 3.17598 -0.02953 -0.07 -0.88 0.28
H -1.40649 1.28591 1.67751 -0.85 -0.48 -0.15
H -0.28585 0.66638 0.52331 -1.30 0.23 -0.12
H -2.01740 0.43053 0.07335 -0.11 -0.04 0.92
C 1.19509 -1.26346 -0.77360 -1.74 -1.58 -0.37
C 1.49847 -2.28723 0.31299 0.64 -0.21 1.43
H 0.13230 -1.03687 -0.87016 -0.12 0.31 0.68
H 1.72046 -0.33786 -0.59388 0.44 0.03 -0.68
H 1.27676 -1.81676 -1.72290 1.02 0.89 -0.08
H 0.73474 -2.96741 0.72085 -0.33 0.33 -0.87
H 1.83312 -1.80118 1.24452 0.15 0.03 -0.37
H 2.31755 -2.93447 -0.01636 0.00 0.11 0.17
```
Positions in Å, forces in eV/Å.

As for the total energy: -4341.790 eV. Its energy above the lowest of the compared OMol25 structures with the same formula, charge and spin is 17.01 kcal/mol. Its multiplicity is 1. Its SMILES is CC.CC. Its net charge is 0. As for the HOMO energy: -11.165 eV.


The following is a DFT calculation (wB97M-V/def2-TZVPD) of a 2-piece molecular cluster, C4H12 overall.

```
16
Properties=species:S:1:pos:R:3:forces:R:3
C -1.43566 -1.04884 0.00207 0.47 -0.51 -0.99
C -2.49454 -1.82437 0.77030 0.33 0.46 -0.01
H -1.38261 0.02057 0.18196 -0.09 0.03 0.36
H -0.44361 -1.49180 0.12021 0.05 0.22 0.38
H -1.59983 -1.15375 -1.07696 -0.21 0.06 0.06
H -2.38155 -2.88762 0.57551 -0.19 -0.09 -0.08
H -3.47519 -1.48016 0.44454 -0.16 -0.21 0.26
H -2.37437 -1.68082 1.84418 -0.20 0.04 0.02
C 2.62797 1.06314 -0.39769 -0.01 0.02 0.24
C 1.28437 1.77574 -0.38883 -0.23 2.19 -0.14
H 2.40288 0.00940 -0.24503 0.66 -0.19 -0.14
H 3.32282 1.24596 -1.22080 -0.77 -0.29 -0.65
H 3.27877 1.43462 0.40039 -0.55 -0.22 0.52
H 0.76985 1.70032 0.56796 -0.03 -0.54 0.01
H 1.40476 2.85891 -0.47146 0.56 0.26 0.22
H 0.54224 1.70451 -1.19203 0.36 -1.24 -0.05
```
Positions in Å, forces in eV/Å.

As for the total energy: -4342.106 eV. Its energy above the lowest of the compared OMol25 structures with the same formula, charge and spin is 9.74 kcal/mol. Its multiplicity is 1. Its SMILES is CC.CC. Its net charge is 0. As for the HOMO energy: -11.521 eV.